No. 1
The following is a DFT calculation (ωB97M-V/def2-TZVPD) of a 2-piece molecular cluster, INO2 overall at a distorted geometry.

Properties
- E_tot: -502.70161 Ha
- Total charge: 0
- Lowest unoccupied orbital energy (alpha / beta): -3.0316 / -3.0913 eV
- Maximum force: 0.142 hartree/bohr
- HOMO (alpha / beta): -8.3478 / -8.3178 eV
- Gap between HOMO and LUMO (alpha / beta): 5.32 / 5.23 eV
- Energy above the lowest of the compared OMol25 structures with the same formula, charge and spin: 2.745 eV

Geometry (Å):
1 N -0.159 0.168 0.496
2 O 0.595 1.039 0.733
3 O -1.763 -1.284 1.196
4 I -3.067 -2.264 2.399

Charges per atom according to Mulliken partitioning, unit e: 0.5046, -0.1269, -0.5825, 0.2049

No. 2
The following is a DFT calculation (ωB97M-V/def2-TZVPD) of a 6-piece molecular cluster, C31H54F7N2O10 overall at a distorted geometry.

Properties
- E_tot: -2773.90616 Ha
- Total charge: +1
- Lowest unoccupied orbital energy: -4.0465 eV
- Maximum force: 0.116 hartree/bohr
- HOMO: -9.2373 eV
- Gap between HOMO and LUMO: 5.19 eV

Geometry (Å):
1 F -0.551 -0.102 4.616
2 C -1.574 -0.130 5.728
3 F -2.492 -1.249 5.414
4 F -2.384 1.131 5.539
5 C -0.885 -0.187 7.213
6 F 0.349 0.679 7.251
7 F -1.854 0.496 8.151
8 C -0.647 -1.692 7.816
9 F -2.002 -2.289 8.119
10 F 0.023 -1.585 9.164
11 N 0.033 -2.663 6.877
12 C 1.543 -2.675 6.944
13 C 2.095 -2.451 5.391
14 C 1.925 -3.767 4.430
15 C 0.624 -3.738 3.432
16 N 0.442 -2.456 2.650
17 C 1.403 -1.369 2.222
18 C 0.553 -0.218 1.360
19 C -0.990 -0.790 1.336
20 C -0.968 -2.213 2.151
21 H -0.286 -3.634 7.173
22 H -0.232 -2.571 5.871
23 H 1.995 -3.694 7.372
24 H 2.016 -1.796 7.572
25 H 1.573 -1.477 5.004
26 H 3.265 -2.235 5.456
27 H 2.944 -3.971 3.844
28 H 1.787 -4.724 5.130
29 H -0.352 -3.989 4.040
30 H 0.748 -4.605 2.620
31 H 2.535 -1.399 2.519
32 H 1.024 0.770 0.918
33 H -1.891 -0.236 0.796
34 H -1.931 -2.894 2.294
35 O -2.135 4.370 -0.355
36 C -2.476 4.236 0.816
37 O -2.254 3.069 1.465
38 C -2.466 2.863 2.874
39 C -3.920 2.546 3.164
40 C -3.222 5.329 1.524
41 H -2.093 3.712 3.455
42 H -1.849 2.003 3.157
43 H -4.578 3.371 2.877
44 H -4.066 2.343 4.228
45 H -4.242 1.673 2.589
46 H -4.274 5.290 1.233
47 H -2.796 6.292 1.221
48 H -3.143 5.290 2.607
49 O 2.886 -2.981 0.480
50 C 2.648 -2.949 -0.724
51 O 3.352 -3.725 -1.581
52 C 3.048 -3.884 -2.979
53 C 3.638 -2.751 -3.795
54 C 1.637 -1.988 -1.277
55 H 1.971 -4.002 -3.135
56 H 3.509 -4.827 -3.291
57 H 3.222 -1.782 -3.503
58 H 3.446 -2.901 -4.860
59 H 4.719 -2.688 -3.635
60 H 2.093 -0.999 -1.360
61 H 0.789 -1.942 -0.586
62 H 1.228 -2.282 -2.241
63 O 3.348 1.790 -1.434
64 C 4.139 2.093 -0.546
65 O 4.090 1.472 0.655
66 C 5.065 1.635 1.702
67 C 4.776 2.874 2.526
68 C 5.117 3.214 -0.744
69 H 6.081 1.623 1.296
70 H 4.981 0.752 2.343
71 H 4.827 3.784 1.920
72 H 5.490 2.967 3.348
73 H 3.764 2.830 2.939
74 H 4.605 4.166 -0.587
75 H 5.493 3.168 -1.772
76 H 5.990 3.160 -0.099
77 O -1.071 -0.530 -1.294
78 C -1.872 -0.098 -2.118
79 O -3.012 -0.776 -2.386
80 C -4.085 -0.281 -3.207
81 C -3.801 -0.525 -4.677
82 C -1.562 1.141 -2.906
83 H -4.296 0.770 -2.985
84 H -4.980 -0.842 -2.918
85 H -2.900 0.000 -5.007
86 H -4.640 -0.191 -5.293
87 H -3.629 -1.590 -4.860
88 H -0.887 0.884 -3.726
89 H -1.072 1.861 -2.242
90 H -2.440 1.644 -3.304
91 O -1.987 0.857 -6.442
92 C -2.224 0.889 -7.646
93 O -1.521 0.113 -8.503
94 C -1.825 -0.045 -9.901
95 C -1.234 1.088 -10.717
96 C -3.235 1.850 -8.200
97 H -2.902 -0.164 -10.058
98 H -1.364 -0.988 -10.213
99 H -1.651 2.057 -10.425
100 H -1.426 0.938 -11.783
101 H -0.154 1.150 -10.558
102 H -2.780 2.840 -8.283
103 H -4.084 1.897 -7.509
104 H -3.645 1.557 -9.164

Mulliken atomic charge list, values in e, 99 entries: -0.1836, 0.6798, -0.2353, -0.2229, 0.6428, -0.2442, -0.2532, 0.4574, -0.2673, -0.2565, 0.0064, -0.5642, -0.3210, -0.6457, -0.8691, 0.9396, -0.2920, -0.2339, -0.1783, -0.8809, 0.4820, 0.0396, 0.3518, 0.2933, 0.1981, 0.3586, 0.3697, 0.3143, 0.3823, 0.3031, 0.0890, 0.2139, 0.2717, 0.2637, -0.5685, 0.7612, -0.3313, 0.1146, -1.0150, -1.0405, 0.3470, -0.1869, 0.3528, 0.3361, 0.2711, 0.2689, 0.3229, 0.3372, -0.5601, 0.4533, -0.3853, -0.3378, -0.9101, -0.0626, 0.3489, 0.3019, 0.2496, 0.3513, 0.2919, 0.1538, -0.2722, 0.4270, -0.5389, 0.8563, -0.3462, -0.3775, -1.0012, -1.2055, 0.3515, 0.3237, 0.2784, 0.3900, 0.2887, 0.2899, 0.3206, 0.3673, -0.5319, 0.7573, -0.3792, -0.5540, -0.5335, -1.0430, 0.3554, 0.3165, 0.0820, 0.3437, 0.3240, 0.2212, 0.3354, 0.3756, -0.6542, 0.7316, -0.3459, -0.3964, -0.9455, -0.9837, 0.3578, 0.2937, 0.2736

No. 3
The following is a DFT calculation (ωB97M-V/def2-TZVPD) of a 9-piece molecular cluster, C34H80Cl10N4 overall at a distorted geometry.

Properties
- E_tot: -6163.39771 Ha
- Total charge: 0
- Lowest unoccupied orbital energy: 0.1601 eV
- Maximum force: 0.388 hartree/bohr
- SMILES: CCN(CC)CC.CCN(CC)CC.CCN(CC)CC.CCN(CC)CC.ClCCCl.ClCCCl.ClCCCl.ClCCCl.ClCCCl
- HOMO: -8.3067 eV
- Gap between HOMO and LUMO: 8.47 eV
- Energy above the lowest of the compared OMol25 structures with the same formula, charge and spin: 10.046 eV

Geometry (Å):
1 C 34.451 31.669 19.831
2 C 34.341 33.219 20.283
3 N 35.094 33.512 21.604
4 C 36.053 34.505 21.737
5 C 35.828 35.728 21.101
6 C 34.204 33.506 22.704
7 C 34.908 33.337 24.116
8 H 35.634 31.541 20.178
9 H 34.461 31.706 18.738
10 H 33.592 31.147 20.308
11 H 33.453 33.797 20.184
12 H 35.038 33.492 19.554
13 H 36.800 34.013 21.000
14 H 36.677 34.440 22.486
15 H 35.152 35.849 20.398
16 H 36.672 36.239 20.708
17 H 35.275 36.237 21.941
18 H 33.458 32.692 22.889
19 H 33.550 34.384 22.699
20 H 35.328 34.259 24.284
21 H 35.429 32.410 24.131
22 H 34.074 33.301 25.023
23 C 40.440 30.284 19.939
24 C 39.430 30.773 21.063
25 N 39.919 30.550 22.454
26 C 39.470 31.492 23.470
27 C 38.059 31.845 23.595
28 C 39.656 29.217 22.761
29 C 40.670 28.537 23.696
30 H 40.806 29.162 20.040
31 H 41.333 30.885 19.919
32 H 40.221 30.371 19.041
33 H 38.503 30.382 20.836
34 H 39.283 31.948 20.911
35 H 39.796 32.456 23.080
36 H 39.919 31.413 24.476
37 H 37.463 31.738 22.816
38 H 37.989 32.744 23.950
39 H 37.815 31.299 24.584
40 H 39.629 28.426 22.027
41 H 38.625 29.053 23.257
42 H 40.674 27.600 23.989
43 H 40.656 29.164 24.538
44 H 41.696 28.738 23.328
45 C 34.809 28.034 26.878
46 C 34.603 26.598 26.822
47 N 35.978 25.893 26.816
48 C 35.906 24.656 27.431
49 C 34.954 23.709 26.984
50 C 36.565 25.921 25.525
51 C 38.191 25.655 25.842
52 H 33.826 28.334 27.233
53 H 35.179 28.568 25.995
54 H 35.544 28.205 27.659
55 H 33.725 26.102 26.019
56 H 33.996 26.329 27.674
57 H 35.728 24.846 28.367
58 H 36.744 24.127 27.729
59 H 33.967 23.894 26.549
60 H 35.151 22.897 27.673
61 H 35.625 23.189 26.173
62 H 36.361 27.007 25.091
63 H 36.312 25.224 24.856
64 H 38.679 26.032 24.968
65 H 38.592 24.580 26.060
66 H 38.360 26.475 26.496
67 C 40.203 32.184 14.939
68 C 39.719 32.927 16.116
69 N 38.260 32.638 16.303
70 C 37.739 32.861 17.666
71 C 38.276 33.981 18.463
72 C 37.482 33.522 15.407
73 C 35.955 32.948 15.375
74 H 40.862 32.645 14.744
75 H 39.608 32.013 14.159
76 H 40.655 31.138 14.959
77 H 40.056 33.886 15.885
78 H 40.233 32.542 17.135
79 H 38.176 31.925 18.258
80 H 36.670 32.645 17.780
81 H 39.048 34.489 18.090
82 H 38.332 33.661 19.325
83 H 37.669 34.697 18.576
84 H 37.992 33.589 14.266
85 H 37.323 34.391 15.978
86 H 35.373 33.606 14.643
87 H 35.432 33.222 16.081
88 H 35.724 31.766 15.157
89 Cl 36.068 28.154 21.379
90 C 35.405 28.615 22.967
91 C 34.356 29.728 22.817
92 Cl 33.323 29.929 24.295
93 H 36.369 28.823 23.672
94 H 34.913 27.757 23.490
95 H 33.638 29.556 22.187
96 H 34.822 30.542 22.560
97 Cl 41.366 32.034 29.598
98 C 40.096 32.667 28.443
99 C 40.082 31.829 27.198
100 Cl 39.338 30.222 27.481
101 H 40.488 33.558 28.214
102 H 39.065 32.544 28.931
103 H 41.132 31.836 26.858
104 H 39.561 32.371 26.480
105 Cl 42.300 28.370 21.198
106 C 42.670 30.041 21.281
107 C 42.967 30.698 19.802
108 Cl 44.208 29.919 18.934
109 H 43.486 30.136 22.055
110 H 41.719 30.470 21.759
111 H 43.102 31.777 20.023
112 H 42.169 30.292 19.182
113 Cl 42.525 34.018 19.509
114 C 41.492 34.493 20.841
115 C 42.044 34.157 22.250
116 Cl 43.473 35.143 22.468
117 H 40.492 34.056 20.735
118 H 41.381 35.657 20.691
119 H 42.324 32.996 22.321
120 H 41.229 34.422 22.987
121 Cl 42.031 30.952 25.102
122 C 42.046 29.387 26.055
123 C 42.882 28.305 25.363
124 Cl 44.534 28.893 25.002
125 H 41.039 28.865 25.885
126 H 42.182 29.461 27.128
127 H 42.445 27.956 24.351
128 H 42.704 27.445 26.132

Mulliken atomic charge list, values in e, 99 entries: -0.5068, -0.9667, 1.3646, -0.0743, -2.0155, -0.9803, -1.0608, -0.1700, 0.4773, 0.1967, 0.4000, 0.2926, -0.4467, 0.7643, 0.4680, 0.3655, 0.3949, 0.3746, 0.4093, 0.6367, -0.0684, 0.2368, -3.6469, 0.3893, 1.6191, 0.8590, -2.9338, 0.6408, -2.1306, 0.4457, 0.4575, 1.5691, 0.7100, -0.5879, -0.0672, -1.5256, 1.3554, 0.9774, 0.1786, 0.7090, -0.9164, 0.9421, -0.1938, -0.1590, -0.7630, -0.5714, 0.1926, -1.5076, -0.9697, 0.1347, -1.3203, 0.3243, 0.0033, 0.2516, 0.1432, 0.5120, 0.7656, 0.6625, 0.2789, 0.4158, 0.2368, -0.4484, 0.5148, 0.3659, 0.3202, 0.3771, -2.3885, 0.3012, 0.0726, 0.2750, -1.1958, -0.3015, -1.2679, 0.9696, 0.4918, 0.3268, 0.3012, -0.0025, -0.3282, 0.0147, 0.8836, -0.8763, 1.0715, 0.2977, 0.2887, 0.4002, 0.4633, 0.2252, -0.1925, 0.4300, -0.2831, -0.1919, -0.2759, 0.3756, 0.5751, -0.2974, -0.2251, -0.6656, -0.1819